[1]
73
Properties=species:S:1:pos:R:3:mulliken_charge:R:1 method="wB97M-V/def2-TZVPD" total_charge=+4 total_energy_ev=-327484.6279 lumo_ev=-13.53
Sr -1.578 -10.105 -3.407 1.581
Sr -5.477 -6.478 0.615 1.409
Br -0.961 -14.306 5.881 -0.201
Br -2.254 -12.232 9.879 -0.111
Br 2.868 -10.186 11.182 -0.130
Br 1.807 -5.690 9.837 -0.149
O 8.011 -11.620 2.468 -0.557
O 6.047 2.071 1.746 -0.542
O -1.297 -9.435 1.385 -0.597
O 7.970 -9.484 2.001 -0.581
O 4.627 1.803 3.212 -0.540
O 3.670 -15.324 -4.048 -0.582
O 2.490 -14.647 -2.460 -0.660
N 5.241 1.361 2.317 0.925
N 3.085 -15.557 -3.011 0.952
N 8.166 -10.691 1.714 0.950
N -5.835 -13.104 1.579 -0.502
C 2.765 -7.425 9.901 -0.461
C 3.629 -2.039 1.848 -0.465
C 8.686 -10.959 0.335 0.066
C 4.069 -17.866 -2.998 -0.302
C 2.466 -17.146 -1.239 -0.320
C 2.376 -8.245 11.134 -0.672
C 5.960 -0.687 1.182 -0.195
C 4.188 -19.097 -2.386 -0.504
C 3.472 -19.321 -1.183 -0.391
C 3.252 -16.891 -2.400 0.311
C 9.220 -10.068 -1.877 -0.558
C 8.764 -12.225 -0.148 -0.197
C 4.988 -0.025 1.918 0.129
C 3.815 -0.714 2.208 -0.181
C 2.543 -18.412 -0.689 -0.430
C -1.761 -12.492 8.012 -0.562
C -0.350 -9.054 2.352 -0.089
C 1.167 -9.166 1.985 -0.946
C 9.267 -12.444 -1.412 -0.586
C 5.755 -1.920 0.637 -0.564
C 8.854 -9.869 -0.531 -0.143
C -1.280 -13.964 7.797 -0.629
C 9.406 -11.392 -2.270 -0.182
C 4.636 -2.675 1.085 -0.283
H 2.810 -2.646 2.205 0.355
H 2.646 -7.935 8.945 0.349
H 1.874 -8.754 2.705 0.334
H 8.463 -13.081 0.437 0.394
H 2.646 -7.900 12.132 0.405
H -5.935 -13.860 2.241 0.384
H 1.315 -8.110 11.344 0.364
H -4.982 -12.583 1.725 0.368
H 1.901 -18.713 0.126 0.356
H 4.824 -19.890 -2.750 0.396
H -6.468 -12.336 1.753 0.371
H 4.553 -17.600 -3.926 0.446
H 6.917 -0.221 0.999 0.377
H 4.473 -3.662 0.677 0.332
H 1.744 -16.424 -0.888 0.364
H 3.817 -7.146 9.958 0.329
H 3.554 -20.273 -0.679 0.363
H 3.142 -0.165 2.850 0.402
H -0.574 -9.543 3.300 0.278
H -2.615 -12.263 7.375 0.351
H -0.338 -14.194 8.294 0.389
H -0.939 -11.829 7.744 0.357
H 9.506 -13.446 -1.736 0.379
H 1.392 -8.738 1.008 0.258
H -1.959 -14.690 8.243 0.408
H -5.798 -13.439 0.627 0.377
H -0.550 -7.988 2.457 0.205
H 1.503 -10.190 1.827 0.288
H 9.703 -11.554 -3.296 0.352
H 8.704 -8.866 -0.158 0.415
H 6.477 -2.374 -0.026 0.358
H 9.435 -9.354 -2.658 0.385

[2]
61
Properties=species:S:1:pos:R:3:nbo_charge:R:1 method="wB97M-V/def2-TZVPD" total_energy_ev=-115523.9345 lumo_ev=-0.15
I -1.210 -3.052 2.009 0.142
Br -2.834 -5.361 0.250 0.009
Si 3.087 1.954 -0.334 1.637
O -3.765 -2.789 0.436 -0.592
O -4.747 -3.243 2.403 -0.508
C -0.266 4.265 -1.149 -0.235
C -0.251 2.527 -2.809 -0.206
C -3.584 1.290 1.429 -0.207
C 0.886 3.728 -0.583 -0.142
C 2.143 -2.089 -0.232 -0.407
C 0.420 -2.755 -2.024 -0.392
C 2.141 -1.437 1.168 -0.403
C -4.299 -0.962 1.932 -0.120
C -4.998 -0.498 3.047 -0.175
C -0.837 3.665 -2.267 -0.215
C -4.280 1.751 2.543 -0.182
C -4.289 -2.421 1.673 0.781
C -1.887 -2.956 -0.962 -0.506
C 0.986 -1.636 -1.150 -0.396
C 1.497 2.588 -1.121 -0.477
C 4.131 3.489 0.014 -1.105
C -0.597 -3.675 -1.364 -0.413
C 0.902 1.995 -2.240 -0.204
C -2.524 -3.406 0.335 0.149
C -4.989 0.858 3.347 -0.215
C 4.041 0.900 -1.552 -1.124
C 3.249 -0.393 1.411 -0.388
C 2.786 1.079 1.319 -0.873
C -3.602 -0.065 1.119 -0.186
H 1.349 -0.850 -1.815 0.202
H -5.525 1.235 4.206 0.219
H 1.169 -0.985 1.367 0.200
H 3.325 1.659 2.071 0.234
H -0.710 5.149 -0.711 0.211
H 0.217 -1.168 -0.533 0.195
H -0.692 2.060 -3.679 0.211
H 1.731 1.142 1.592 0.234
H -0.852 -4.445 -2.092 0.221
H 5.023 0.664 -1.139 0.241
H 4.035 4.173 -0.831 0.238
H -1.697 -1.884 -0.898 0.221
H -3.071 -0.425 0.251 0.221
H 1.255 -3.364 -2.377 0.208
H 4.070 -0.584 0.720 0.193
H 1.356 1.120 -2.688 0.206
H -0.155 -4.198 -0.516 0.217
H 3.746 4.011 0.890 0.231
H -5.531 -1.198 3.673 0.238
H -4.266 2.808 2.770 0.217
H 2.263 -2.228 1.909 0.208
H -2.663 -3.107 -1.715 0.236
H 2.115 -3.175 -0.144 0.204
H -0.030 -2.309 -2.915 0.198
H -3.029 1.972 0.801 0.222
H 1.320 4.214 0.283 0.198
H 3.083 -1.827 -0.715 0.199
H 4.194 1.460 -2.475 0.245
H -1.731 4.089 -2.704 0.213
H 5.181 3.247 0.160 0.237
H 3.654 -0.564 2.409 0.203
H 3.556 -0.042 -1.806 0.233

[3]
65
Properties=species:S:1:pos:R:3:mulliken_charge:R:1 method="wB97M-V/def2-TZVPD" total_energy_ev=-81896.6544 multiplicity=8 e_above_lowest_kj_mol=455.5 lumo_ev="0.06 / -0.43"
Gd -0.223 -0.091 0.173 0.545
Cl -0.837 -0.921 -2.133 -0.514
Cl 1.424 1.851 0.308 -0.534
O -2.475 0.310 0.765 -0.539
O 0.122 0.083 2.555 -0.705
O 0.116 2.486 -2.495 -0.381
N -3.850 0.645 -1.025 0.291
N -0.489 -2.363 1.079 -0.240
N 0.612 1.672 4.121 0.187
C 2.984 -0.908 -1.606 -1.003
C 0.608 -5.385 2.527 -0.360
C -0.373 4.073 -4.935 -0.268
C -3.559 0.078 0.150 0.096
C 2.322 -1.110 -0.312 0.686
C -0.511 -3.425 1.581 -0.173
C 2.706 -1.813 0.731 -0.089
C 0.375 3.023 4.633 -0.847
C 0.739 3.499 -2.775 -0.034
C 1.232 0.682 4.994 -0.914
C -2.987 1.695 -1.576 -1.032
C -0.717 -7.095 3.622 -0.430
C 1.670 5.271 -4.406 -0.402
C -0.282 4.504 -6.261 -0.466
C 0.123 1.280 2.954 0.468
C -0.572 -4.697 2.189 0.622
C 0.530 -6.570 3.264 -0.464
C -4.829 0.032 -1.916 -0.880
C -1.895 -6.448 3.222 -0.471
C 1.755 5.721 -5.735 -0.442
C 0.798 5.301 -6.676 -0.353
C -1.822 -5.267 2.483 -0.531
C 3.858 -2.812 0.693 -1.292
C 0.655 4.356 -4.025 0.350
H 4.479 -2.709 -0.204 0.339
H 1.318 -0.248 4.426 0.204
H 2.561 6.394 -6.056 0.349
H -0.768 -8.013 4.216 0.347
H 2.214 1.036 5.321 0.327
H 0.905 5.576 -7.730 0.356
H -1.053 4.208 -6.974 0.344
H -0.259 2.992 5.527 0.314
H -0.256 2.096 2.309 0.290
H 4.499 -2.708 1.569 0.307
H -0.121 3.619 3.861 0.266
H 0.624 0.532 5.893 0.333
H -2.865 -6.863 3.499 0.349
H 1.583 -4.993 2.229 0.360
H 2.331 -1.230 -2.421 0.244
H 1.314 3.506 4.917 0.312
H 1.448 3.883 -2.009 0.315
H -5.462 0.809 -2.363 0.281
H -2.203 1.261 -2.214 0.314
H -5.442 -0.650 -1.319 0.319
H -3.595 2.384 -2.172 0.380
H 3.938 -1.437 -1.665 0.368
H 3.174 0.159 -1.741 0.201
H -2.742 -4.786 2.149 0.402
H -2.497 2.235 -0.758 0.302
H 2.393 5.629 -3.666 0.345
H 1.448 -7.084 3.571 0.350
H -4.334 -0.538 -2.719 0.305
H 2.204 -1.719 1.706 0.294
H 3.498 -3.846 0.702 0.207
H -4.317 -0.631 0.539 0.351
H -1.224 3.480 -4.592 0.338